Computed, not measured: a cluster of 9 separate species, C23H43INO37S8 in total, with the ωB97M-V functional and the def2-TZVPD basis.

```
113
Properties=species:S:1:pos:R:3:forces:R:3:mulliken_charge:R:1
C 2.76272 1.36181 -2.27739 -0.1 0.6 -1.3 -1.290
C 2.75139 2.80519 -2.89409 -0.2 -0.8 1.4 0.578
O 2.11640 2.68362 -4.13742 0.5 0.2 -0.3 -0.524
C 2.01829 3.77192 -1.88173 0.5 -0.3 0.1 0.010
O 1.05294 4.61047 -2.46115 0.4 -0.7 -0.1 -0.446
C -0.27461 4.12421 -2.56065 -1.3 0.8 -0.1 -0.126
N -0.46452 2.68808 -2.65190 -0.1 -0.5 0.0 0.317
C -1.87180 2.31074 -2.63045 0.8 -0.4 0.6 -0.539
C -2.13948 0.98970 -3.41085 -0.4 1.2 0.6 0.020
O -3.00167 0.26440 -3.02968 0.0 -0.5 -0.4 -0.581
I -0.92015 0.56236 -5.13627 -0.3 0.2 0.3 -0.013
C -0.85696 4.81448 -3.85717 -0.5 0.6 -1.6 0.327
O -0.98023 6.05003 -3.86601 0.3 0.4 1.4 -0.782
O -1.13793 4.10457 -4.85227 0.2 -1.1 0.7 -0.632
H 3.61678 0.83200 -2.73278 -0.3 -0.1 0.5 0.352
H 1.84683 0.88139 -2.66882 0.3 0.1 0.5 0.260
H 2.79875 1.37304 -1.18039 0.2 -0.1 -0.4 0.281
H 3.81615 3.10325 -2.97164 -0.4 0.3 -0.2 0.318
H 1.88193 3.54948 -4.50115 -0.2 -0.1 0.3 0.348
H 1.62170 3.15126 -1.04854 -0.1 0.4 -0.3 0.289
H 2.79859 4.40676 -1.42294 -0.7 -0.1 -0.4 -0.219
H -0.85224 4.50103 -1.67485 0.4 0.1 -0.3 0.041
H -0.07698 2.18120 -1.86043 0.4 0.4 -0.1 0.160
H -2.13618 2.04753 -1.58116 -0.3 0.0 -0.5 0.318
H -2.56330 3.11138 -2.92481 0.3 -0.3 -0.4 0.486
C 6.78277 5.09216 1.56985 0.4 -0.2 -0.2 -0.111
C 6.34570 6.27082 0.73171 -0.1 0.4 0.4 -0.366
O 5.31460 5.74892 -0.11408 0.0 -0.6 0.0 -0.294
S 4.51634 4.59364 0.66896 0.7 0.3 0.2 1.001
O 3.33720 5.15261 1.22575 -0.1 -0.3 0.0 -0.465
O 4.49716 3.43243 -0.14379 -0.1 0.0 0.0 -0.453
O 5.57737 4.37000 1.85715 -0.5 0.4 -0.2 -0.320
H 7.44602 4.43628 1.01183 0.0 0.0 0.0 0.068
H 7.26992 5.39864 2.49237 -0.2 -0.1 0.1 0.342
H 7.15791 6.68319 0.13882 -0.1 -0.1 -0.2 0.313
H 5.91090 7.05977 1.35059 0.0 0.0 0.0 0.287
C 9.47966 2.23739 -1.29244 -0.6 0.0 -0.2 -0.203
C 10.01262 3.10344 -2.41415 0.4 -0.4 -0.2 -0.343
O 10.11597 4.41277 -1.84249 -0.3 0.0 0.5 -0.315
S 10.47603 4.28434 -0.28122 -0.1 -0.5 -0.6 1.071
O 11.87420 4.45116 -0.12117 -0.1 0.1 0.3 -0.560
O 9.52946 5.04411 0.45545 0.3 0.3 0.0 -0.460
O 10.12949 2.72420 -0.11036 0.3 0.4 -0.2 -0.311
H 8.40214 2.36689 -1.16833 0.0 0.0 0.0 0.203
H 9.70151 1.18357 -1.44134 0.2 0.0 0.2 0.298
H 9.35579 3.11370 -3.28011 -0.1 0.3 0.1 0.330
H 11.01269 2.78733 -2.72041 0.0 0.0 0.0 0.285
C -4.72750 -1.48837 -0.81291 0.5 -0.1 -0.7 -0.090
C -4.40863 -2.88593 -0.33372 -0.7 -0.2 0.1 -0.177
O -3.40882 -2.70140 0.68386 0.2 0.6 0.1 -0.333
S -3.67527 -1.30991 1.43370 -0.4 -0.4 -0.9 1.165
O -4.39400 -1.57018 2.63645 0.2 0.3 0.2 -0.611
O -2.47226 -0.55556 1.42943 0.0 0.0 0.5 -0.534
O -4.69245 -0.67528 0.37308 0.1 -0.4 0.6 -0.350
H -3.96706 -1.12081 -1.50312 -0.1 0.0 0.0 0.120
H -5.70377 -1.42714 -1.28733 -0.1 0.1 0.2 0.352
H -4.03441 -3.52382 -1.13002 0.3 0.0 0.1 0.349
H -5.27666 -3.35597 0.12809 0.0 0.0 -0.1 0.194
C 0.71080 -3.93876 -6.45823 0.4 0.1 -0.2 -0.335
C 0.99849 -5.00463 -5.42036 -0.4 -0.3 0.0 -0.375
O 1.25643 -4.28084 -4.21755 0.1 0.3 -0.3 -0.332
S 0.36586 -2.93007 -4.20639 -0.1 0.0 -0.3 1.011
O -0.80371 -3.17381 -3.44248 0.0 0.1 0.0 -0.525
O 1.22925 -1.83905 -3.95744 0.1 -0.2 0.3 -0.400
O -0.03756 -2.93946 -5.76716 0.0 -0.4 0.4 -0.228
H 1.63393 -3.48247 -6.82421 0.0 -0.1 0.0 0.290
H 0.13988 -4.32469 -7.30006 -0.2 0.1 0.1 0.295
H 1.85239 -5.62431 -5.68453 0.1 0.1 0.2 0.305
H 0.12523 -5.64107 -5.25371 0.0 0.0 -0.1 0.288
C -8.65746 -5.63551 2.92555 -0.2 -0.4 0.3 -0.371
C -7.18708 -5.95941 3.08281 0.2 0.5 0.2 -0.333
O -6.82152 -6.59126 1.85340 -0.5 0.0 -0.1 -0.220
S -7.68502 -5.97508 0.65221 -0.4 0.0 0.4 0.975
O -6.90560 -4.97443 0.00959 -0.2 -0.1 -0.2 -0.470
O -8.29988 -7.03137 -0.06616 -0.5 1.9 0.5 -0.513
O -8.80034 -5.23561 1.56229 0.5 0.1 -0.1 -0.306
H -9.27987 -6.51868 3.09030 0.0 0.0 0.0 0.282
H -8.97812 -4.83805 3.59237 0.0 0.1 -0.2 0.320
H -6.99226 -6.61926 3.92463 0.1 -0.2 -0.2 0.316
H -6.58945 -5.05039 3.18820 0.0 0.0 0.1 0.264
C 1.11320 5.01479 4.82071 -0.5 0.2 -0.4 -0.176
C 1.62969 5.89153 3.70323 0.4 -0.4 0.0 -0.110
O 1.69218 7.21015 4.27271 -0.3 0.0 0.6 -0.340
S 2.03763 7.09056 5.83677 -0.2 -0.6 -0.6 1.058
O 3.43323 7.29449 6.01078 -0.1 0.1 0.3 -0.558
O 1.06947 7.82919 6.56680 0.2 0.2 0.1 -0.554
O 1.73571 5.52138 6.00913 0.3 0.5 -0.2 -0.272
H 0.03032 5.11418 4.93404 0.0 0.0 0.0 0.095
H 1.36520 3.97456 4.67402 0.2 0.1 0.2 0.393
H 0.98296 5.88048 2.82981 0.0 0.3 0.0 0.343
H 2.63716 5.60062 3.40975 -0.1 0.0 -0.1 0.157
C -2.06586 0.61483 4.95110 -0.5 -0.2 0.2 -0.059
C -2.38361 2.04514 5.32960 0.1 0.2 -0.5 -0.344
O -1.55948 2.31145 6.47356 0.2 -0.5 0.1 -0.322
S -0.18923 1.47937 6.34079 -0.6 -0.2 -0.4 1.041
O 0.81053 2.33778 5.80851 0.1 -0.4 0.3 -0.463
O 0.00433 0.73821 7.53349 0.2 0.2 0.1 -0.573
O -0.65700 0.48119 5.17524 0.2 0.5 0.2 -0.282
H -2.58408 -0.09354 5.60075 0.0 0.0 0.0 0.265
H -2.30752 0.39656 3.91537 0.3 -0.1 -0.1 0.094
H -3.43335 2.18909 5.57166 0.1 0.0 0.3 0.353
H -2.09563 2.73872 4.53581 -0.1 0.0 0.0 0.262
C -4.63437 -10.94300 -1.19694 0.3 -0.3 0.3 -0.335
C -5.88034 -11.76743 -0.94162 -0.2 0.0 -0.5 -0.373
O -6.55069 -11.09421 0.12565 0.5 0.2 0.2 -0.325
S -6.27606 -9.50459 0.00774 -0.1 -0.5 -0.7 1.231
O -7.37663 -8.90339 -0.65293 1.1 -1.6 -0.2 -0.516
O -5.78207 -9.05232 1.25593 -0.1 -0.1 0.1 -0.549
O -5.04701 -9.58493 -1.03485 -0.4 -0.1 0.0 -0.300
H -3.86025 -11.15587 -0.45575 0.0 0.0 0.0 0.283
H -4.23176 -11.09955 -2.19516 -0.1 0.2 0.0 0.307
H -5.65074 -12.79302 -0.66242 -0.1 0.1 0.2 0.312
H -6.54142 -11.76705 -1.81198 0.1 0.0 0.0 0.287
```
Forces are in eV/Å.

- E_tot: -196570.58653 eV
- Charge: -1
- HOMO level: -4.2 eV